Entry 1:
A 2-piece molecular cluster, C13H18Cl3N3O2 overall at a distorted geometry. Source: the OMol25 dataset; level of theory: ωB97M-V with the def2-TZVPD basis set.

```
! RIJCOSX wB97M-V def2-TZVPD def2/J DEFGRID3
* xyz 0 1
C -0.4212 -3.4066 4.3997
N -0.1802 -4.0164 3.0727
C -0.2326 -3.0281 2.0112
O 0.6866 -3.4199 0.9800
C 0.1897 -3.0709 -0.2746
O -0.0124 -3.9086 -1.1069
C -0.0885 -1.5921 -0.4506
C -1.3886 -1.1589 -0.8052
C -1.6071 0.1748 -0.9090
N -0.6442 1.0914 -0.6915
C -0.9253 2.5573 -0.7535
N -2.3118 2.8436 -0.9828
C -2.6206 3.3886 -2.3223
C 0.6057 0.7156 -0.4090
C 1.7188 1.7195 -0.1022
Cl 1.4272 2.5561 1.4508
C 2.8638 2.0603 -0.7404
C 3.3868 1.4905 -2.0420
Cl 3.8646 3.2685 0.0377
C 0.9001 -0.6697 -0.2750
H 0.5237 -3.1373 4.9008
H -0.9765 -4.1186 5.0282
H -1.0589 -2.5231 4.2597
H 0.7539 -4.4124 3.1107
H -1.2528 -2.9699 1.5915
H 0.0012 -2.0120 2.3977
H -2.2139 -1.8501 -0.9612
H -2.6185 0.4767 -1.1647
H -0.6810 2.9390 0.2496
H -0.2288 3.0487 -1.4479
H -2.7168 3.3874 -0.2380
H -3.1874 4.3228 -2.2085
H -1.7194 3.5186 -2.9333
H -3.2690 2.6611 -2.8409
H 4.4239 1.8484 -2.1688
H 3.4385 0.4051 -1.9874
H 2.7866 1.8664 -2.8697
H 1.9051 -1.0073 -0.0267
Cl 0.8795 -0.0384 -2.7783
*
```

Results
**ΔE to the lowest compared entry with this formula, charge and spin**: 19.6 kcal per mole
**Lowest unoccupied orbital energy**: -0.621 eV
**Molecular weight**: 354.66 g/mol
**Orbital gap**: 7.118 eV
**HOMO**: -7.74 eV

Entry 2:
C6H16O8Pd as an isolated structure at a distorted geometry. Source: the OMol25 dataset; level of theory: ωB97M-V with the def2-TZVPD basis set.

```
! RIJCOSX wB97M-V def2-TZVPD def2/J DEFGRID3
* xyz -4 3
Pd 23.2950 -6.4762 -1.6305
O 24.0245 -8.7875 -4.8455
C 25.3429 -8.3281 -4.5482
C 25.7124 -7.0303 -3.7015
O 25.4828 -7.0113 -2.2857
H 25.9932 -8.2545 -5.4200
H 25.8302 -9.0748 -3.9212
H 25.0844 -6.2317 -4.0965
H 26.7375 -6.8020 -3.9936
O 22.2466 -8.7343 -2.1692
C 21.9631 -9.1880 -0.8664
C 22.9718 -8.8348 0.4439
O 24.0665 -7.8899 0.1727
H 21.8465 -10.2698 -0.9324
H 20.9852 -8.8223 -0.5533
H 23.4890 -9.7075 0.8427
H 22.3879 -8.5311 1.3127
O 25.1019 -1.8356 0.4174
C 24.0536 -2.6803 0.8756
C 23.6477 -4.0696 0.1766
O 23.8850 -4.2881 -1.2048
H 23.2190 -1.9919 0.7430
H 24.0047 -2.7016 1.9643
H 22.6591 -4.3864 0.5090
H 24.3121 -4.7891 0.6551
O 21.1039 -5.9328 -1.0706
H 20.3214 -6.3752 -1.3995
H 20.7819 -5.3637 -0.3715
O 22.1349 -6.0180 -3.5354
H 22.2272 -5.3765 -4.2398
H 21.2620 -6.3897 -3.6622
*
```

Results
**ΔE to the lowest compared entry with this formula, charge and spin**: 81.7 kcal per mole
**Lowest unoccupied orbital energy (spin up / spin down)**: 9.459 / 9.371 eV
**Molecular weight**: 322.61 g/mol
**Orbital gap (spin up / spin down)**: 3.295 / 3.120 eV
**Expectation value of S²**: 2.012
**HOMO (spin up / spin down)**: 6.16 / 6.25 eV

Entry 3:
A 2-piece molecular cluster, CH3FO3S overall at a distorted geometry. Source: the OMol25 dataset; level of theory: ωB97M-V with the def2-TZVPD basis set.

```
! RIJCOSX wB97M-V def2-TZVPD def2/J DEFGRID3
* xyz 0 1
C 1.6128 1.7685 0.4066
O -0.3541 -2.4565 -0.6313
O -1.7065 -0.4201 -0.6959
O 1.0764 1.1939 1.3377
F -2.0178 -2.1187 1.1743
S -0.8175 -1.4294 0.2280
H 2.0755 2.7474 0.4317
H -1.6129 -0.7443 -1.6520
H 1.7441 1.4591 -0.5990
*
```

Results
**ΔE to the lowest compared entry with this formula, charge and spin**: 12.0 kcal per mole
**Lowest unoccupied orbital energy**: 0.411 eV
**Molecular weight**: 114.10 g/mol
**Orbital gap**: 10.942 eV
**HOMO**: -10.53 eV

Entry 4:
C45H54CsN7S as an isolated structure at a distorted geometry. Source: the OMol25 dataset; level of theory: ωB97M-V with the def2-TZVPD basis set.

```
! RIJCOSX wB97M-V def2-TZVPD def2/J DEFGRID3
* xyz -2 1
Cs -0.2934 0.1341 0.2991
C -2.6091 2.5966 -1.9901
C -2.5215 1.1448 -2.4367
C -3.4854 0.2587 -1.6368
N -3.0174 0.0829 -0.2752
C -3.7693 0.3471 0.7399
C -5.0769 0.9644 0.7409
C -6.1098 0.8093 1.6378
C -6.2456 -0.0056 2.7624
C -5.2123 -0.7814 3.3016
C -3.8701 -0.7802 3.0281
C -3.1498 0.0890 2.1151
N -1.9967 0.6160 2.3367
C -1.3809 0.4776 3.6514
C -0.4649 1.6674 3.9701
C 0.8564 1.7910 3.1939
N 0.7201 2.1656 1.7959
C 0.9228 3.3801 1.4378
C 1.1036 4.5211 2.3225
C 1.9250 5.6034 2.1532
C 2.8120 5.9274 1.1170
C 2.9060 5.2279 -0.0852
C 2.1152 4.2352 -0.6196
C 0.9226 3.6346 -0.0592
N -0.0990 3.1906 -0.7116
C -0.1468 3.3622 -2.1465
C -1.5944 3.5394 -2.6253
H -2.4807 2.6397 -0.9060
H -3.6232 2.9612 -2.1975
H -1.5010 0.7656 -2.3262
H -2.7668 1.0498 -3.5037
H -3.5263 -0.7341 -2.1057
H -4.4977 0.6782 -1.7159
H -5.2804 1.6152 -0.1015
H -6.9988 1.3880 1.3843
H -7.2188 -0.0544 3.2355
H -5.5092 -1.4684 4.0946
H -3.2476 -1.4468 3.6145
H -0.7943 -0.4505 3.7121
H -2.1571 0.4128 4.4270
H -0.1994 1.5913 5.0322
H -1.0430 2.5891 3.8503
H 1.3639 0.8155 3.2276
H 1.4980 2.5094 3.7214
H 0.5503 4.4708 3.2535
H 1.9191 6.3027 2.9902
H 3.4754 6.7706 1.2681
H 3.7175 5.5467 -0.7408
H 2.3830 3.8904 -1.6117
H 0.3009 2.4806 -2.6327
H 0.4407 4.2284 -2.4854
H -1.6181 3.4379 -3.7197
H -1.8922 4.5702 -2.4070
C -3.7890 -2.6625 -6.2270
C -2.5612 -1.9250 -6.7748
C -1.8512 -2.8211 -7.7984
C -3.0391 -0.6534 -7.4756
C -1.5822 -1.6123 -5.6471
C -0.9271 -0.3933 -5.5272
C -0.0473 -0.1933 -4.4711
N 0.2233 -1.1007 -3.5441
C -0.3901 -2.2792 -3.6585
C -1.2834 -2.5710 -4.6837
C -0.1273 -3.3033 -2.5993
C -0.0153 -4.6455 -2.9313
C 0.2142 -5.5793 -1.9190
C 0.2823 -5.0933 -0.6243
C 0.1614 -3.7261 -0.3890
N -0.0218 -2.8389 -1.3585
C 0.3825 -7.0565 -2.2667
C -0.9055 -7.5755 -2.9198
C 0.6783 -7.9034 -1.0311
C 1.5481 -7.2104 -3.2534
H -4.5124 -2.8201 -7.0302
H -4.2729 -2.0891 -5.4355
H -3.5312 -3.6400 -5.8210
H -2.5284 -3.0670 -8.6202
H -1.5216 -3.7521 -7.3353
H -0.9737 -2.3212 -8.2118
H -3.8117 -0.9083 -8.2041
H -2.2303 -0.1569 -8.0143
H -3.4613 0.0608 -6.7671
H -1.1024 0.4222 -6.2147
H 0.4518 0.7645 -4.3634
H -1.7700 -3.5370 -4.6861
H -0.0660 -4.9518 -3.9689
H 0.4630 -5.7312 0.2290
H 0.2578 -3.3583 0.6238
H -1.7553 -7.4624 -2.2449
H -0.8009 -8.6342 -3.1705
H -1.1312 -7.0303 -3.8372
H -0.1402 -7.8663 -0.3108
H 1.5842 -7.5739 -0.5210
H 0.8165 -8.9450 -1.3322
H 1.3537 -6.6803 -4.1861
H 1.7039 -8.2665 -3.4895
H 2.4697 -6.8112 -2.8277
S 2.1240 -3.6296 2.7089
C 3.0801 -3.1154 1.3542
C 4.4471 -3.4751 1.2361
C 5.1687 -3.1344 0.1217
C 4.5460 -2.4230 -0.9087
C 3.2195 -2.0844 -0.7136
N 2.5095 -2.3925 0.3681
H 4.8935 -4.0357 2.0476
H 6.2136 -3.4198 0.0436
H 5.0619 -2.1309 -1.8135
H 2.6798 -1.5274 -1.4783
*
```

Results
**ΔE to the lowest compared entry with this formula, charge and spin**: 18.3 kcal per mole
**Lowest unoccupied orbital energy**: 3.297 eV
**Molecular weight**: 857.95 g/mol
**Orbital gap**: 4.619 eV
**HOMO**: -1.32 eV